60
Properties=species:S:1:pos:R:3:mulliken_charge:R:1 method="wB97M-V/def2-TZVPD" max_force_ev_per_a=1.01 de_lowest_kcal_mol=0.00 total_charge=-1 gap_ev=3.7
C 2.537 -2.447 0.777 -1.535
C 2.081 -1.572 -0.423 0.063
C 2.115 -0.061 -0.118 -1.294
C 0.927 0.749 -0.582 1.138
F 0.196 0.149 -1.556 -0.303
F 1.371 1.928 -1.156 -0.419
C -0.032 1.256 0.520 0.164
F -0.856 2.199 0.005 -0.314
F 0.732 1.873 1.452 -0.319
C -0.882 0.172 1.250 0.856
F -0.282 -1.035 1.233 -0.044
F -0.999 0.567 2.549 -0.397
C -2.361 0.011 0.782 0.529
F -3.044 1.152 1.011 -0.302
F -2.896 -0.955 1.584 -0.331
C -2.601 -0.474 -0.662 0.555
F -2.409 0.569 -1.492 -0.278
F -1.773 -1.473 -0.980 -0.252
C -4.073 -0.983 -0.892 0.624
F -4.410 -0.753 -2.173 -0.267
F -4.958 -0.353 -0.114 -0.249
F -4.153 -2.308 -0.675 -0.245
H 1.763 -3.204 0.945 0.209
H 2.514 -1.834 1.690 0.153
H 1.090 -1.903 -0.741 -0.025
H 2.735 -1.759 -1.274 0.493
H 3.004 0.365 -0.564 0.446
H 2.248 0.038 0.952 0.447
C -1.054 -6.206 4.853 -0.668
O -0.724 -5.265 5.856 -0.375
C 0.610 -4.782 5.743 -0.532
C 0.659 -3.408 5.115 -0.573
O 0.266 -3.446 3.760 -0.339
C -1.041 -2.966 3.527 -0.788
H -2.124 -6.400 4.924 0.239
H -0.828 -5.824 3.855 0.267
H -0.515 -7.147 5.012 0.329
H 1.222 -5.477 5.162 0.333
H 1.022 -4.729 6.756 0.366
H 1.692 -3.046 5.143 0.383
H 0.037 -2.709 5.685 0.346
H -1.089 -1.885 3.679 0.280
H -1.773 -3.457 4.179 0.400
H -1.289 -3.186 2.491 0.219
C 0.494 3.170 -4.325 -0.535
O 1.708 3.674 -4.862 -0.350
C 1.532 4.434 -6.041 -0.548
C 1.634 5.917 -5.763 -0.468
O 0.549 6.378 -4.972 -0.381
C 0.890 6.561 -3.610 -0.729
H 0.716 2.740 -3.352 0.053
H -0.248 3.963 -4.205 0.314
H 0.087 2.384 -4.972 0.355
H 0.573 4.203 -6.514 0.330
H 2.331 4.151 -6.736 0.382
H 1.599 6.462 -6.712 0.376
H 2.588 6.141 -5.277 0.315
H 1.557 7.422 -3.491 0.318
H 1.366 5.671 -3.191 0.333
H -0.032 6.754 -3.064 0.244

=====

13
Properties=species:S:1:pos:R:3:mulliken_charge:R:1 method="wB97M-V/def2-TZVPD" max_force_ev_per_a=0.33 de_lowest_kcal_mol=88.29 gap_ev=8.8
C -1.713 -0.754 -0.354 -0.631
O -0.804 -0.821 0.722 -0.314
C -0.122 0.391 0.924 -0.749
C 1.068 0.620 0.134 0.670
O 1.268 1.893 0.094 -0.536
N 1.812 -0.257 -0.527 -0.394
H -1.196 -0.632 -1.320 0.266
H -2.412 0.084 -0.231 0.274
H -2.267 -1.697 -0.369 0.220
H 0.116 0.501 1.987 0.306
H 0.142 1.872 0.558 0.422
H 2.492 0.039 -1.211 0.230
H 1.616 -1.240 -0.406 0.236

=====

12
Properties=species:S:1:pos:R:3:mulliken_charge:R:1 method="wB97M-V/def2-TZVPD" max_force_ev_per_a=2.77 de_lowest_kcal_mol=12.24 gap_ev=10.4 smiles="O=BO.C=N.O"
B -1.780 -0.534 1.970 0.556
C -1.379 -0.283 -1.309 -0.200
N -0.404 0.192 -0.632 -0.450
O 4.266 0.620 -0.632 -0.636
O -1.630 0.428 2.884 -0.493
O -1.759 -1.425 1.179 -0.407
H 3.382 0.871 -0.515 0.316
H -1.183 -0.940 -2.204 0.212
H -2.353 0.211 -1.256 0.233
H 0.526 -0.348 -0.892 0.205
H 4.206 -0.152 -1.243 0.321
H -1.892 1.358 2.648 0.344

=====

17
Properties=species:S:1:pos:R:3:mulliken_charge:R:1 method="wB97M-V/def2-TZVPD" max_force_ev_per_a=5.33 gap_ev=7.8
H -1.940 0.150 -0.085 0.092
C 2.521 0.668 1.161 -0.767
O 1.301 0.798 0.445 -0.270
C 0.190 1.199 1.185 -0.304
C -0.854 1.720 0.404 -0.911
H 3.268 0.310 0.444 0.251
H 2.803 1.641 1.587 0.327
H 2.428 -0.073 1.969 0.344
H 0.480 1.727 2.101 0.498
H -0.566 -0.559 1.279 0.493
H -0.683 1.772 -0.676 0.361
H -1.539 2.388 0.928 0.324
O -0.801 -1.549 0.515 -0.604
C -1.782 -1.241 -0.448 0.068
O -1.275 -1.388 -1.652 -0.663
Tl 0.806 -0.891 -1.155 0.496
H -2.639 -1.922 -0.256 0.265

=====

33
Properties=species:S:1:pos:R:3:mulliken_charge:R:1 method="wB97M-V/def2-TZVPD" max_force_ev_per_a=8.54 total_charge=+1 gap_ev=6.3
Zr -1.066 1.744 -1.546 2.060
C 1.878 -0.500 -1.106 -0.023
O 2.387 0.063 0.098 -0.401
O 0.722 0.335 -1.423 -0.451
C 2.971 -0.844 -2.173 0.760
F 4.066 -0.104 -2.221 -0.267
F 3.450 -2.034 -1.976 -0.245
F 2.555 -0.827 -3.452 -0.273
C 2.987 -0.831 1.083 -0.215
C 3.414 0.005 2.375 -1.214
H 4.049 0.848 2.103 0.341
H 2.540 0.360 2.920 0.303
H 3.997 -0.651 3.023 0.385
H 3.852 -1.365 0.690 0.332
H 2.341 -1.583 1.537 0.297
H 1.322 -1.408 -0.874 0.289
F -3.199 2.112 -1.870 -0.546
F -1.801 0.581 0.131 -0.500
O -1.996 -0.248 -2.438 -0.321
H -2.797 -0.599 -2.051 0.350
H -1.908 -0.711 -3.271 0.301
O -1.553 3.361 0.233 -0.484
H -1.261 4.270 0.304 0.308
H -2.291 3.299 0.839 0.285
O -2.497 0.487 2.708 -0.598
H -2.077 0.383 1.855 0.363
H -2.820 1.388 2.709 0.275
O -4.306 -0.814 -0.816 -0.708
H -3.618 -0.640 -0.174 0.306
H -5.123 -0.681 -0.334 0.308
O -1.109 -2.034 1.134 -0.600
H -2.044 -2.188 1.269 0.327
H -1.065 -1.175 0.714 0.255

=====

65
Properties=species:S:1:pos:R:3:mulliken_charge:R:1 method="wB97M-V/def2-TZVPD" max_force_ev_per_a=7.99 de_lowest_kcal_mol=88.31 total_charge=+1 gap_ev=2.8
Be 1.254 -2.552 -2.314 1.222
N 1.160 -0.751 0.286 1.290
O 2.128 -0.991 -0.351 -0.681
O 1.282 -0.352 1.459 -0.464
O 0.109 -1.091 -0.210 -0.541
C -6.195 1.441 2.207 -0.613
O -4.904 1.719 2.761 -0.358
C -3.746 1.381 2.097 0.783
O -3.811 0.815 0.972 -0.617
O -2.697 1.753 2.721 -0.351
C -1.438 1.346 2.308 0.139
H -7.026 1.716 2.857 0.241
H -6.341 0.389 1.961 0.280
H -6.121 1.809 1.184 0.293
H -1.140 0.355 2.650 0.186
H -0.704 2.063 2.678 0.403
H -1.332 1.269 1.226 -0.382
C -0.777 -1.172 -5.976 -0.616
O -1.716 -0.683 -5.090 -0.315
C -1.361 -0.599 -3.834 0.709
O -0.274 -0.812 -3.321 -0.429
O -2.422 -0.107 -3.213 -0.262
C -2.407 -0.016 -1.810 -0.324
H -1.280 -1.269 -6.938 0.240
H -0.462 -2.116 -5.529 0.261
H 0.119 -0.555 -6.037 0.297
H -2.363 -1.029 -1.410 0.337
H -3.341 0.375 -1.407 0.256
H -1.641 0.608 -1.348 0.024
C -0.708 3.634 -4.830 -0.698
O -0.827 3.098 -3.514 -0.273
C 0.246 3.013 -2.745 0.768
O 1.397 3.366 -3.088 -0.609
O -0.153 2.707 -1.493 -0.253
C 0.795 2.786 -0.404 -0.404
H -0.383 2.801 -5.453 0.240
H 0.089 4.369 -4.941 0.327
H -1.598 4.100 -5.252 0.270
H 1.384 1.873 -0.491 0.165
H 0.179 2.713 0.492 0.034
H 1.379 3.705 -0.444 0.442
C 7.176 2.346 -1.357 -0.657
O 6.830 1.292 -0.434 -0.322
C 5.718 1.324 0.277 0.830
O 4.714 2.014 0.115 -0.585
O 5.781 0.356 1.150 -0.333
C 4.660 -0.044 1.886 -0.649
H 7.488 3.220 -0.785 0.296
H 6.308 2.658 -1.938 0.281
H 7.830 2.073 -2.185 0.278
H 4.122 0.676 2.502 0.324
H 5.037 -0.565 2.766 0.403
H 4.012 -0.779 1.408 0.143
C -0.576 -2.712 2.856 -0.563
O -0.800 -3.406 4.086 -0.322
C -1.342 -4.653 4.134 0.682
O -1.791 -5.247 3.142 -0.582
O -1.233 -5.113 5.385 -0.300
C -1.664 -6.466 5.638 -0.681
H 0.119 -1.921 3.135 0.254
H -1.436 -2.202 2.423 0.288
H -0.190 -3.332 2.046 0.308
H -1.404 -6.698 6.671 0.278
H -1.003 -7.196 5.172 0.315
H -2.710 -6.737 5.491 0.296

=====

46
Properties=species:S:1:pos:R:3:mulliken_charge:R:1 method="wB97M-V/def2-TZVPD" max_force_ev_per_a=3.57 gap_ev="4.1 / 4.8" s2=6.01 spin_multiplicity=5
Pt -3.232 2.269 0.278 0.145
Cl -1.652 1.035 -0.790 0.073
Cl -1.658 3.479 1.563 -0.469
H -3.733 1.028 1.108 -0.249
H -4.340 1.256 -0.332 -0.151
P 1.664 -1.278 -0.509 0.257
C 1.873 -1.732 -2.318 0.519
C 3.391 -0.749 -0.007 0.652
C 1.471 -2.983 0.234 0.462
C 1.307 -0.581 -3.164 -1.278
H 1.204 -2.606 -2.426 0.382
C 3.267 -2.143 -2.803 -1.421
H 3.977 -1.307 -2.768 0.232
H 3.184 -2.459 -3.852 0.444
H 3.689 -2.988 -2.248 0.244
H 0.292 -0.328 -2.836 0.243
H 1.273 -0.892 -4.216 0.445
H 1.937 0.314 -3.086 0.234
H 0.741 -3.448 -0.455 0.305
C 0.812 -2.854 1.616 -1.483
C 2.709 -3.884 0.270 -1.328
H 3.104 -4.099 -0.729 0.224
H 2.421 -4.848 0.712 0.467
H 3.515 -3.466 0.886 0.170
H -0.081 -2.221 1.551 0.374
H 1.503 -2.423 2.352 0.236
H 0.511 -3.851 1.963 0.450
C 3.739 0.599 -0.653 -1.586
H 4.077 -1.527 -0.388 0.341
C 3.544 -0.647 1.515 -1.654
H 3.762 0.562 -1.749 0.278
H 4.732 0.918 -0.306 0.419
H 3.010 1.360 -0.346 0.342
H 2.761 -0.004 1.935 0.357
H 4.518 -0.192 1.746 0.434
H 3.507 -1.621 2.018 0.273
N -6.161 5.019 2.295 -0.348
C -6.854 4.305 1.198 -0.522
C -5.990 3.061 1.085 0.685
O -6.498 1.956 1.150 -0.529
O -4.710 3.421 1.039 -0.332
H -6.090 4.395 3.107 0.353
H -6.655 5.857 2.586 0.336
H -5.198 5.277 2.013 0.338
H -7.873 4.116 1.466 0.329
H -6.773 4.902 0.296 0.306

=====

23
Properties=species:S:1:pos:R:3:mulliken_charge:R:1 method="wB97M-V/def2-TZVPD" max_force_ev_per_a=4.65 de_lowest_kcal_mol=60.31 gap_ev=9.5 smiles=c1ccccc1.c1ccncc1
C -2.603 -0.632 0.858 -0.544
C -2.924 0.711 0.470 -0.338
C -2.165 1.219 -0.542 -0.399
C -1.069 0.605 -1.162 -0.322
C -0.907 -0.784 -0.909 -0.109
C -1.661 -1.284 0.140 -0.566
C 1.253 -0.531 1.269 -0.158
C 1.981 0.740 1.368 -0.497
C 2.802 1.069 0.312 -0.165
C 2.782 0.213 -0.793 -0.383
C 2.042 -0.988 -0.743 -0.118
H -3.381 -1.022 1.515 0.344
H -3.791 1.309 0.730 0.359
H -2.461 2.196 -0.866 0.328
H -0.487 1.137 -1.954 0.335
H -0.470 -1.490 -1.648 0.364
H -1.544 -2.242 0.340 0.563
H 0.458 -0.818 1.945 0.487
H 1.910 1.251 2.437 0.247
H 3.427 1.950 0.316 0.407
H 3.433 0.467 -1.680 0.305
H 2.074 -1.650 -1.643 0.359
N 1.299 -1.426 0.240 -0.497